Entry 1:
The following is a quantum chemistry calculation of a molecular structure, C43H33N6NdOP2Si in a non-equilibrium geometry, from the OMol25 dataset.

The geometry in XYZ format:
```
87
Properties=species:S:1:pos:R:3:mulliken_spin:R:1
Nd -0.04047 -0.72366 -0.92580 3.042
C -3.06098 -0.82342 1.61371 0.000
Si -1.38133 -0.02077 1.52782 -0.011
C -0.56627 -0.46219 3.18948 0.000
C -1.37346 -0.83125 4.27939 -0.001
C -0.83389 -1.30360 5.47253 0.000
C 0.54075 -1.45101 5.59837 0.000
C 1.36816 -1.10765 4.53446 0.000
C 0.83498 -0.61395 3.34136 -0.004
P 1.92335 -0.11970 1.93658 -0.010
C 2.18036 -1.69812 1.02003 0.001
C 2.76919 -1.60546 -0.24589 0.000
C 3.07275 -2.75007 -0.97735 0.000
C 2.81139 -4.00005 -0.44021 0.000
C 2.22281 -4.10476 0.81485 0.000
C 1.89161 -2.96406 1.53314 0.003
C 3.54140 -0.00119 2.76086 -0.001
C 3.68234 1.04040 3.72522 0.000
C 4.88180 1.24834 4.37644 0.000
C 5.98405 0.44236 4.07690 0.000
C 5.86291 -0.58109 3.11279 0.000
C 4.65529 -0.79689 2.46520 0.000
C -1.91546 1.82508 1.59075 -0.003
C -2.64608 2.27008 2.70258 0.001
C -3.28560 3.50354 2.72294 0.000
C -3.22683 4.32876 1.60577 0.000
C -2.48190 3.93992 0.49929 -0.001
C -1.80678 2.71449 0.50170 -0.005
P -0.66119 2.23745 -0.85051 0.003
C -0.71103 3.51545 -2.13291 -0.001
C -0.21749 4.80340 -1.93180 0.000
C -0.24895 5.73180 -2.96222 0.000
C -0.76362 5.37905 -4.20888 0.000
C -1.24653 4.09759 -4.42227 0.000
C -1.21770 3.16787 -3.38284 0.000
C 0.95730 2.58882 -0.05706 -0.003
C 2.11527 2.24640 -0.75197 -0.003
C 3.37199 2.46098 -0.19019 -0.001
C 3.47833 3.03825 1.06860 0.000
C 2.32592 3.41391 1.75354 -0.001
C 1.07408 3.18887 1.19575 0.003
H -3.68069 -0.36450 2.39264 0.000
H -2.98807 -1.90221 1.80716 0.001
H -3.57979 -0.69092 0.65543 0.000
H -2.45452 -0.75301 4.19595 0.000
H -1.48941 -1.56654 6.29625 0.000
H 0.97103 -1.83866 6.51538 0.000
H 2.44094 -1.23317 4.64100 0.000
H 3.06585 -0.62957 -0.62229 0.001
H 3.53207 -2.65784 -1.95388 0.000
H 3.05117 -4.89274 -1.00688 0.000
H 2.00793 -5.08260 1.23086 0.000
H 1.43523 -3.05243 2.51247 0.000
H 2.83326 1.67731 3.96413 0.000
H 4.96581 2.03865 5.11591 0.000
H 6.92761 0.60481 4.58379 0.000
H 6.71422 -1.20933 2.87530 0.000
H 4.58769 -1.59413 1.73415 0.000
H -2.73140 1.62457 3.57617 0.000
H -3.84550 3.81024 3.60034 0.000
H -3.74942 5.27790 1.59757 0.000
H -2.42519 4.60264 -0.35691 0.000
H 0.20230 5.07978 -0.97152 0.000
H 0.13955 6.73045 -2.79822 0.000
H -0.77725 6.10546 -5.01424 0.000
H -1.63239 3.81363 -5.39491 0.000
H -1.58173 2.15985 -3.55108 0.000
H 2.04629 1.81492 -1.74040 0.001
H 4.26352 2.18010 -0.73972 0.000
H 4.45358 3.19621 1.51680 0.000
H 2.40399 3.87643 2.73233 0.000
H 0.18402 3.45300 1.75623 0.000
N -3.70902 -1.63199 -3.56663 0.000
C -2.65884 -1.85370 -2.78552 -0.004
O -2.07200 -0.85693 -2.23881 -0.006
C -2.21111 -3.19547 -2.57501 0.004
C -2.83530 -4.32970 -3.19372 0.000
N -3.42587 -5.17412 -3.71401 0.000
C -1.12911 -3.27248 -1.68690 -0.002
N -0.25661 -3.12843 -0.92920 0.000
H -4.21715 -2.38780 -3.99325 0.000
H -4.01444 -0.68386 -3.69925 0.000
N 1.22482 -0.28751 -2.83986 -0.006
C 1.81312 0.03511 -3.81739 0.007
N 2.43626 0.45681 -4.80900 0.000
C 2.96022 -0.17681 -5.86205 0.000
N 3.43567 -0.66866 -6.79565 0.000
```

Computed properties:
E_LUMO (spin up / spin down) ... -0.27 / -0.16 eV
E_HOMO (spin up / spin down) ... -7.47 / -7.40 eV
Gap between HOMO and LUMO (spin up / spin down) ... 7.2 / 7.2 eV
Charge ... 0
Multiplicity ... 4

---

Entry 2:
The following is a quantum chemistry calculation of a single C17H27ClN2O3S2 molecule, from the OMol25 dataset.

The geometry in XYZ format:
```
52
Properties=species:S:1:pos:R:3:nbo_charge:R:1
C 2.05616 -1.32133 -2.56226 -0.612
C 0.68903 -0.69456 -2.78912 -0.529
S 0.78064 1.07810 -2.41831 0.205
C -0.99080 1.50681 -2.52477 -0.418
C -1.50294 1.54875 -3.95793 -0.612
C -1.10034 2.88858 -1.88696 0.679
O -0.69040 3.86022 -2.49837 -0.630
N -1.62720 2.99230 -0.63239 -0.439
C -1.60710 4.28918 0.02409 -0.414
C -2.17198 1.89640 0.15427 -0.245
C -1.08040 1.08281 0.84547 -0.072
O -1.58283 0.30184 1.91384 -0.552
C -2.34543 -0.82331 1.51801 -0.075
C -1.72944 -2.13205 2.03881 -0.237
N -0.28484 -2.08773 2.18304 -0.414
C 0.26152 -1.88019 3.50928 -0.407
C 0.44329 -2.16657 1.04921 0.683
O -0.09001 -2.23491 -0.05170 -0.643
C 1.93717 -2.20594 1.17019 -0.215
C 2.79068 -1.06029 1.27919 -0.023
C 2.27997 0.34559 1.34581 -0.648
C 4.10373 -1.41572 1.28398 -0.414
S 4.33701 -3.10892 1.14898 0.474
C 2.64423 -3.36319 1.09380 -0.223
Cl 1.99467 -4.94442 0.96255 0.055
H 2.01476 -2.38945 -2.77743 0.220
H 2.81233 -0.86968 -3.20629 0.208
H 2.37115 -1.20374 -1.52425 0.211
H 0.37742 -0.82646 -3.82564 0.203
H -0.04316 -1.15842 -2.12971 0.236
H -1.52775 0.75046 -1.95316 0.212
H -2.56659 1.79881 -3.97567 0.208
H -0.95953 2.30598 -4.51845 0.239
H -1.37417 0.58074 -4.44070 0.209
H -1.08149 4.99460 -0.61030 0.251
H -2.62461 4.64738 0.19659 0.192
H -1.09645 4.21589 0.98718 0.191
H -2.80661 2.33562 0.92601 0.213
H -2.81735 1.26292 -0.45606 0.201
H -0.54645 0.45532 0.12411 0.190
H -0.35910 1.77309 1.28544 0.191
H -3.36572 -0.72618 1.89770 0.182
H -2.38910 -0.87512 0.42731 0.183
H -2.12984 -2.36451 3.02637 0.199
H -1.99902 -2.94136 1.36024 0.229
H 1.34745 -1.90658 3.47326 0.224
H -0.06048 -0.91342 3.90091 0.209
H -0.07994 -2.66745 4.18419 0.200
H 1.51143 0.44775 2.11531 0.218
H 3.08764 1.04005 1.57283 0.225
H 1.83553 0.63944 0.39149 0.244
H 4.95527 -0.75712 1.34996 0.241
```

Computed properties:
E_LUMO ... 0.59 eV
E_HOMO ... -8.40 eV
SMILES string ... CCS[C@H](C)C(=O)N(C)CCOCCN(C)C(=O)c1c(C)csc1Cl
Gap between HOMO and LUMO ... 9.0 eV
Charge ... 0
Energy above the lowest of the compared OMol25 structures with the same formula, charge and spin ... 2.2 kcal/mol

---

Entry 3:
The following is a quantum chemistry calculation of a molecular structure, C32H43F12GeN3O2ReSi3 in a non-equilibrium geometry, from the OMol25 dataset.

The geometry in XYZ format:
```
97
Properties=species:S:1:pos:R:3:mulliken_spin:R:1
Re -0.52342 0.89429 0.09317 1.939
C -2.03893 -3.98636 -4.70309 0.000
C -1.85137 -3.14249 -3.46834 -0.001
C -1.41226 -3.69714 -2.27102 0.001
C -1.26164 -2.90913 -1.14686 0.001
C -1.52002 -1.54715 -1.20109 0.012
N -1.38697 -0.80546 0.03038 -0.079
C -2.31927 -1.16955 1.07762 0.018
C -3.51127 -1.79332 0.70675 -0.008
C -4.45466 -2.17818 1.63723 0.014
C -4.24590 -1.95078 2.98928 -0.018
C -5.24116 -2.38654 4.03099 0.001
C -3.07803 -1.28966 3.35588 0.003
C -2.12408 -0.87486 2.43456 -0.080
C -0.82911 -0.22999 2.93192 0.040
O -0.26792 0.73162 2.09791 -0.068
C -1.01506 0.54783 4.28101 -0.001
F -1.16116 -0.20992 5.36734 0.000
F 0.03879 1.33930 4.49876 -0.001
F -2.09838 1.34891 4.18198 -0.002
C 0.18859 -1.40509 3.14685 0.027
F 0.25469 -2.15290 2.02435 0.002
F 1.41888 -0.95163 3.38723 0.002
F -0.16184 -2.21966 4.14065 0.000
C -1.90957 -0.95299 -2.39989 -0.001
C -2.09003 -1.77134 -3.51138 0.001
C -2.10853 0.56595 -2.44123 0.021
O -1.07734 1.23893 -1.80057 -0.022
C -2.13087 1.12672 -3.90143 0.005
F -2.00763 2.45755 -3.89486 0.001
F -1.11380 0.64624 -4.61989 0.000
F -3.27107 0.81728 -4.53461 0.000
C -3.50369 0.96044 -1.80777 0.018
F -4.42671 0.02417 -2.02613 0.001
F -3.97444 2.12317 -2.26248 0.000
F -3.39324 1.11159 -0.46496 0.010
H -2.25768 -5.02244 -4.44568 0.000
H -1.12884 -3.97713 -5.30774 0.000
H -2.84919 -3.60095 -5.32100 0.000
H -1.20034 -4.75950 -2.21337 0.000
H -0.94738 -3.34199 -0.20226 0.002
H -3.70481 -1.97946 -0.34110 0.000
H -5.36670 -2.65976 1.30145 0.000
H -5.81521 -3.24732 3.69053 0.000
H -5.94918 -1.58135 4.24414 -0.002
H -4.74320 -2.64077 4.96627 -0.001
H -2.92297 -1.11188 4.41007 0.000
H -2.44239 -1.35246 -4.44326 0.000
N -2.39728 4.41163 0.99288 -0.001
C -2.17652 4.74814 -0.33455 0.000
C -1.26997 3.86541 -0.79944 0.009
N -0.92790 2.99281 0.23344 0.051
C -1.64865 3.35889 1.29889 -0.006
H -3.04842 4.86210 1.61523 0.000
H -2.67698 5.56985 -0.81873 0.000
H -0.85137 3.76766 -1.78629 0.000
H -1.60647 2.89375 2.27404 0.018
C 2.62811 -3.30770 0.91373 0.001
Si 2.93403 -1.85315 -0.20821 0.012
C 2.36750 -2.30312 -1.93362 -0.004
C 4.75446 -1.47061 -0.08841 -0.004
Ge 1.93257 0.29887 0.32588 0.046
Si 3.05334 1.75597 1.93408 -0.001
C 1.99926 3.28454 2.18940 0.002
C 4.69683 2.17415 1.14627 -0.005
C 3.45492 0.94543 3.56249 0.009
Si 2.66367 1.48740 -1.87855 0.033
C 4.48560 1.25284 -2.20379 0.001
C 2.26508 3.27965 -1.47675 -0.001
C 1.68709 0.78096 -3.28831 -0.018
H 3.34179 -4.09482 0.64680 0.000
H 1.61901 -3.71225 0.80847 0.000
H 2.78341 -3.05619 1.96650 0.000
H 2.34129 -3.39287 -2.04553 0.000
H 3.04600 -1.90311 -2.69305 0.000
H 1.36324 -1.91969 -2.13284 0.000
H 5.33577 -2.34462 -0.40388 0.000
H 5.02542 -1.24710 0.94887 0.000
H 5.05083 -0.62522 -0.70817 0.001
H 2.32201 4.12173 1.56472 0.001
H 2.04124 3.60263 3.23650 0.000
H 0.96003 3.06221 1.95919 0.002
H 4.61304 2.86698 0.30711 0.001
H 5.20455 1.26955 0.79691 0.001
H 5.33961 2.63916 1.90359 -0.001
H 2.57537 0.84962 4.20163 -0.002
H 4.19380 1.55882 4.08934 0.000
H 3.88313 -0.05101 3.42319 0.000
H 5.10363 1.35537 -1.31386 0.000
H 4.80776 2.02285 -2.91789 0.000
H 4.68078 0.27869 -2.65996 0.000
H 3.07754 3.75391 -0.92344 -0.001
H 1.36380 3.34564 -0.87225 -0.002
H 2.10447 3.86233 -2.39355 0.001
H 2.04453 -0.20941 -3.56731 0.001
H 1.75193 1.42692 -4.17383 -0.001
H 0.64348 0.70958 -3.01315 0.025
```

Computed properties:
E_LUMO (spin up / spin down) ... -4.71 / -3.90 eV
E_HOMO (spin up / spin down) ... -10.21 / -10.37 eV
Gap between HOMO and LUMO (spin up / spin down) ... 5.5 / 6.5 eV
Charge ... +1
Energy above the lowest of the compared OMol25 structures with the same formula, charge and spin ... 15.8 kcal/mol
Multiplicity ... 3

---

Entry 4:
The following is a quantum chemistry calculation of a single C6H6F2N2O molecule in a non-equilibrium geometry, from the OMol25 dataset.

The geometry in XYZ format:
```
17
Properties=species:S:1:pos:R:3:nbo_charge:R:1
C 1.25930 -1.94228 0.49596 -0.335
C -0.04878 -1.92375 0.16041 0.060
C 2.25640 -0.97975 0.13173 0.385
C 1.05458 1.24579 0.32969 0.600
C -1.71567 -0.46280 -0.63601 0.028
C 2.16060 0.35405 -0.05585 0.188
N -0.61892 -1.06535 -0.71020 -0.420
N 1.22757 2.53337 -0.04419 -0.810
O 0.08432 0.87838 0.96646 -0.624
F 3.47899 -1.53574 -0.04822 -0.313
F 3.26147 1.00368 -0.53598 -0.329
H 1.64197 -2.80029 1.02635 0.230
H -0.66949 -2.75383 0.48777 0.197
H -2.33447 -0.41050 0.25978 0.157
H -2.05112 0.08927 -1.50369 0.171
H 2.03875 2.84515 -0.54958 0.409
H 0.55086 3.20869 0.26801 0.405
```

Computed properties:
E_LUMO ... 0.11 eV
E_HOMO ... -8.59 eV
SMILES string ... C=N/C=C\C(F)=C(\F)C(N)=O
Gap between HOMO and LUMO ... 8.7 eV
Charge ... 0
Energy above the lowest of the compared OMol25 structures with the same formula, charge and spin ... 6.6 kcal/mol

---

Entry 5:
The following is a quantum chemistry calculation of a molecular structure, C31H62N5Ta in a non-equilibrium geometry, from the OMol25 dataset.

The geometry in XYZ format:
```
99
Properties=species:S:1:pos:R:3:lowdin_charge:R:1
Ta 14.25275 2.50100 12.47124 1.664
C 17.88692 3.68811 11.91259 -0.111
C 16.57122 4.53642 11.65345 -0.146
N 15.65271 4.31026 12.84190 -0.172
C 16.07430 4.83750 14.18391 -0.144
C 14.87297 5.39175 14.91601 -0.188
N 13.57992 5.09285 14.34004 -0.063
C 13.21221 3.10571 15.67478 -0.264
C 14.27936 2.02773 16.02150 -0.112
C 14.07760 0.76387 15.23876 -0.181
N 14.70862 0.89023 13.91474 -0.190
C 16.02569 0.19835 13.89748 -0.156
C 16.46789 0.21835 12.41446 -0.133
N 16.48638 1.66705 11.95711 -0.110
C 17.55219 2.41073 12.66929 -0.205
H 18.56174 4.27428 12.55636 0.126
H 18.35479 3.51015 10.95881 0.117
H 16.11599 4.06639 10.79758 0.037
H 16.76252 5.56101 11.38556 0.129
H 14.85893 4.93009 12.60031 0.106
H 16.82046 5.61423 14.00738 0.137
H 16.55693 4.02708 14.75562 0.106
H 14.89485 6.50199 14.97806 0.147
H 14.99942 5.10017 15.98801 0.124
H 12.83955 5.59182 14.84561 0.122
H 12.48101 3.51143 13.80185 0.077
H 13.54820 3.92095 16.38322 0.143
H 14.36919 1.76916 17.03954 0.110
H 15.30338 2.38998 15.82480 0.116
H 13.04994 0.46824 15.17563 0.112
H 14.62089 -0.07104 15.73602 0.139
H 14.18410 0.16046 13.33399 0.105
H 15.95106 -0.81779 14.32306 0.144
H 16.71262 0.81929 14.47799 0.117
H 15.74342 -0.31979 11.80072 0.095
H 17.41267 -0.25553 12.33447 0.118
H 16.74867 1.68867 10.97080 0.121
H 18.40989 1.80152 12.87211 0.133
H 17.04948 2.67302 13.59764 0.070
C 13.68024 1.30299 10.53256 -0.159
C 13.51569 2.70485 10.34112 -0.241
C 12.43999 3.08835 11.22333 -0.224
C 12.00327 1.82430 11.89414 -0.113
C 12.63973 0.75381 11.30218 -0.259
C 12.12783 -0.63395 11.35115 -0.505
C 10.91053 -0.87176 12.25915 -0.024
C 13.24686 -1.62861 11.59404 -0.056
C 11.69723 -1.03137 9.83823 0.003
C 11.43735 4.29747 11.28769 -0.511
C 10.66668 4.15348 9.97740 -0.031
C 10.51124 4.23544 12.52617 -0.036
C 11.89371 5.70651 11.30883 -0.067
C 14.04279 3.31059 8.92131 -0.488
C 14.13924 4.85075 8.76725 -0.020
C 15.40770 2.86842 8.53727 -0.075
C 13.07121 2.73387 7.88623 -0.018
H 14.20870 0.61045 9.84892 0.148
H 11.16080 1.55527 12.49031 0.071
H 11.19027 -0.68750 13.29140 0.077
H 10.58559 -1.89862 12.13342 0.093
H 10.05768 -0.23619 11.92040 0.117
H 12.84476 -2.64579 11.41639 0.112
H 13.69893 -1.63391 12.61737 0.089
H 14.05778 -1.49997 10.86164 0.082
H 11.29584 -0.27173 9.19082 0.079
H 10.91496 -1.83844 9.98127 0.110
H 12.44306 -1.53017 9.25980 0.070
H 10.52607 3.11203 9.65761 0.096
H 11.29383 4.67088 9.19697 0.092
H 9.68817 4.59143 9.86210 0.095
H 10.05359 3.25979 12.54016 0.079
H 9.63395 4.86799 12.36911 0.111
H 10.85398 4.59627 13.47528 0.043
H 12.57881 6.00160 10.47572 0.080
H 12.29132 6.00264 12.26089 0.059
H 10.98581 6.31808 11.19563 0.111
H 14.95004 5.17764 9.44681 0.082
H 13.25149 5.42962 8.87307 0.050
H 14.54856 5.00752 7.78115 0.091
H 16.14384 3.27745 9.26767 0.068
H 15.65429 3.29496 7.56100 0.108
H 15.66603 1.82657 8.48858 0.084
H 12.06839 3.07939 8.06598 0.065
H 13.08761 1.66096 7.85773 0.086
H 13.35321 3.09757 6.92999 0.088
C 11.72801 2.20948 17.42930 -0.043
C 11.78319 2.86552 16.05194 -0.482
C 11.15442 4.25733 16.10378 -0.045
C 10.86661 1.90719 15.06012 0.006
N 13.38633 3.68175 14.27499 -0.098
H 10.72066 1.96928 17.85337 0.122
H 12.30245 2.71764 18.16986 0.088
H 12.12656 1.19526 17.38320 0.084
H 10.12251 4.00515 16.28272 0.094
H 11.23632 4.84060 15.18328 0.044
H 11.46496 4.94933 16.94235 0.128
H 9.95152 2.40117 14.82761 0.072
H 10.54503 1.06799 15.67535 0.087
H 11.23241 1.50287 14.17304 -0.007
```

Computed properties:
E_LUMO (spin up / spin down) ... -5.54 / -5.49 eV
E_HOMO (spin up / spin down) ... -12.66 / -12.67 eV
Gap between HOMO and LUMO (spin up / spin down) ... 7.1 / 7.2 eV
Charge ... +2
Energy above the lowest of the compared OMol25 structures with the same formula, charge and spin ... 57.4 kcal/mol

---

Entry 6:
The following is a quantum chemistry calculation of 2 unconnected molecules or ions with the total composition CH3N3O in a non-equilibrium geometry, from the OMol25 dataset.

The geometry in XYZ format:
```
8
Properties=species:S:1:pos:R:3:nbo_charge:R:1
C -0.93612 1.17496 0.58071 0.309
N -0.76767 2.22240 1.02916 -0.657
N 0.38858 -2.09385 -0.06537 -0.440
N 0.46253 -0.92826 -0.53432 0.154
O 0.87865 -0.71486 -1.70577 -0.505
H 0.82324 -2.67915 -0.67032 0.325
H -0.78563 3.16844 1.38075 0.461
H -0.06358 -0.14969 -0.01485 0.355
```

Computed properties:
E_LUMO ... 0.71 eV
E_HOMO ... -9.57 eV
Gap between HOMO and LUMO ... 10.3 eV
Charge ... 0
Energy above the lowest of the compared OMol25 structures with the same formula, charge and spin ... 104.0 kcal/mol

---

Electronic energy across the listed records, respectively: -97848.878; -61383.151; -157335.425; -16780.271; -42138.701; -7599.091 eV.